(1)
{
  "formula": "C4H6F2NO3",
  "method": "wB97M-V/def2-TZVPD",
  "relative_energy_ev": 0.1641,
  "total_energy_ha": -636.0640,
  "total_charge": -1,
  "gap_ha": 0.2421,
  "mol_weight_g_mol": 154.1,
  "homo_ev": -3.02,
  "elements": ["C", "C", "C", "C", "N", "O", "O", "O", "F", "F", "H", "H", "H", "H", "H", "H"],
  "positions_angstrom": [[2.485, -0.801, -0.027], [-0.449, 1.463, -0.299], [1.089, -0.514, -0.212], [0.451, 0.637, 0.603], [-1.868, -1.380, -0.590], [3.442, -1.309, 0.413], [2.160, 0.024, -1.042], [-0.254, 0.113, 1.676], [-3.044, -1.187, -1.419], [-2.541, -1.806, 0.703], [0.094, 2.077, -0.908], [-0.984, 0.656, -0.835], [-1.117, 1.934, 0.333], [0.338, -0.981, -0.711], [1.208, 1.406, 1.071], [-1.010, -0.333, 1.244]]
}


(2)
{
  "formula": "C4H6F2Si",
  "method": "wB97M-V/def2-TZVPD",
  "relative_energy_ev": 1.3237,
  "total_energy_ha": -645.2947,
  "gap_ha": 0.3382,
  "mol_weight_g_mol": 120.2,
  "homo_ev": -9.37,
  "elements": ["C", "C", "C", "C", "F", "F", "Si", "H", "H", "H", "H", "H", "H"],
  "positions_angstrom": [[0.549, 0.074, -0.666], [-0.796, 0.005, -0.700], [1.466, -0.048, 0.391], [2.833, 0.199, 0.353], [-3.424, -0.923, -0.605], [-3.140, 1.194, 0.607], [-2.397, -0.168, 0.405], [1.148, 0.298, -1.597], [-1.195, 0.115, -1.753], [-2.806, -0.937, 1.655], [1.075, -0.427, 1.342], [3.270, 0.571, -0.595], [3.417, 0.049, 1.163]]
}


Which formula does entry 2 have? C4H6F2Si